Computed, not measured: C3H4CuMgO4 as an isolated structure, with wB97M-V/def2-TZVPD.

Each line ends with the Löwdin spin population.
Cartesian coordinates (Å):
H  1.904  -0.171  -0.262  0.00
C  1.112  -0.752  0.215  0.00
C  0.608  -2.052  -0.183  0.00
O  1.417  -1.827  0.987  0.00
H  -0.435  -2.298  0.021  0.00
H  1.104  -2.575  -1.002  0.00
O  -0.909  0.623  -1.052  0.22
C  -0.808  0.991  0.101  0.03
O  0.162  0.139  0.868  0.01
Mg  -1.759  0.945  -2.862  0.72
H  0.516  0.746  1.607  0.00
Cu  -1.999  4.196  0.843  0.01
O  -0.912  2.034  0.721  0.01

Cartesian forces, eV/Å:
H -0.171 -0.123 0.167
C 1.016 -0.531 -0.426
C -0.225 -0.200 -0.184
O -0.023 0.161 -0.061
H 0.247 -0.005 -0.008
H -0.130 0.107 0.244
O -1.244 -0.731 -0.517
C 2.733 2.038 -0.019
O -0.384 0.874 1.823
Mg -0.052 -0.094 -0.202
H -0.353 -1.295 -1.009
Cu 0.322 -0.630 0.084
O -1.734 0.429 0.106

Results
Relative energy (zero: lowest compared OMol25 entry of this formula, charge and spin): 223.8 kJ/mol
<S²>: 0.750
Charge: +2
Spin multiplicity: 2
DFT total energy: -2257.502163 a.u.
HOMO level (spin up / spin down): -14.8 / -18.3 eV
Lowest unoccupied orbital energy (spin up / spin down): -9.30 / -9.33 eV
Frontier orbital gap (spin up / spin down): 5.50 / 8.98 eV

***

Computed, not measured: C3H4DyLiO3 as an isolated structure, with wB97M-V/def2-TZVPD.

Each line ends with the Löwdin spin population.
Cartesian coordinates (Å):
O  0.673  1.389  -0.490  -0.02
C  0.849  0.733  0.572  -0.01
C  -1.890  0.796  -0.334  0.00
O  1.499  -0.294  0.942  -0.03
O  -0.303  0.594  1.195  0.00
C  -1.329  -0.148  0.522  0.00
H  -2.867  1.144  0.015  0.00
H  -2.060  0.630  -1.399  0.00
H  -1.945  -1.048  0.591  0.00
H  4.602  -1.278  -1.652  0.24
Li  -0.262  -2.242  1.108  0.00
Dy  3.033  -0.277  -1.070  4.83

Cartesian forces, eV/Å:
O 4.377 -0.634 0.627
C -4.915 -1.106 -3.140
C -2.212 -1.783 -1.407
O 5.133 -0.685 -2.174
O -5.219 -0.659 5.360
C 2.460 2.298 -2.614
H 1.109 2.970 0.957
H -0.286 -1.190 0.017
H 0.824 -0.590 0.882
H 0.148 -0.163 0.006
Li 0.174 0.362 0.263
Dy -1.593 1.179 1.223

Results
Relative energy (zero: lowest compared OMol25 entry of this formula, charge and spin): 945.9 kJ/mol
<S²>: 9.390
Charge: +2
Spin multiplicity: 6
DFT total energy: -1234.081326 a.u.
HOMO level (spin up / spin down): -15.2 / -15.2 eV
Lowest unoccupied orbital energy (spin up / spin down): -9.85 / -10.87 eV
Frontier orbital gap (spin up / spin down): 5.33 / 4.33 eV

***

Computed, not measured: C3H4F2 as an isolated structure, with wB97M-V/def2-TZVPD.

Each line ends with the Mulliken charge.
Cartesian coordinates (Å):
C  0.942  0.299  -0.772  -0.67
C  -0.550  0.276  -0.131  -0.39
C  -1.012  -0.593  0.836  0.60
H  1.656  0.751  0.251  0.18
H  1.116  -0.741  -0.826  0.26
H  1.277  0.861  -2.014  0.24
H  -0.886  1.410  0.168  0.18
F  -0.717  -1.874  0.919  -0.25
F  -1.826  -0.389  1.570  -0.15

Cartesian forces, eV/Å:
C 0.222 2.222 1.239
C 1.195 3.330 1.580
C 11.736 -1.202 -12.744
H -1.828 -1.119 -3.743
H 1.073 -1.085 -0.472
H -1.564 -1.628 4.406
H 0.392 -2.983 -0.914
F 1.375 -1.507 -0.552
F -12.603 3.971 11.199

Results
Relative energy (zero: lowest compared OMol25 entry of this formula, charge and spin): 416.3 kJ/mol
DFT total energy: -316.257291 a.u.
HOMO level: -8.9 eV
Lowest unoccupied orbital energy: 0.85 eV
Frontier orbital gap: 9.77 eV

***

Computed, not measured: a 2-piece molecular cluster, C3H4F2 overall, with wB97M-V/def2-TZVPD.

Each line ends with the Mulliken charge.
Cartesian coordinates (Å):
C  1.997  -0.660  0.430  -0.51
C  1.667  -0.070  -0.624  -0.04
C  -1.577  0.517  -0.394  0.12
F  -2.608  1.343  0.052  -0.28
F  -1.157  0.058  0.779  -0.19
H  2.021  -1.737  0.537  0.27
H  2.667  -0.257  1.153  0.28
H  -0.950  1.049  -1.007  0.20
H  -2.061  -0.242  -0.927  0.15

Cartesian forces, eV/Å:
C 1.391 -1.828 1.657
C -0.874 1.178 -2.003
C -3.522 0.353 2.311
F -0.097 0.635 -1.061
F 1.855 -0.852 0.391
H -0.624 -0.295 -0.277
H 0.197 0.930 0.585
H 2.197 1.393 -0.723
H -0.524 -1.513 -0.879

Results
Relative energy (zero: lowest compared OMol25 entry of this formula, charge and spin): 399.0 kJ/mol
DFT total energy: -316.263898 a.u.
HOMO level: -11.1 eV
Lowest unoccupied orbital energy: -0.58 eV
Frontier orbital gap: 10.57 eV

***

Computed, not measured: a 2-piece molecular cluster, C3H4F2 overall, with wB97M-V/def2-TZVPD.

Each line ends with the Löwdin spin population.
Cartesian coordinates (Å):
C  -0.865  0.770  1.058  0.13
C  -0.732  0.593  -0.193  0.73
C  0.961  -0.960  -0.808  0.69
F  1.733  -1.042  0.316  0.13
F  1.658  -0.377  -1.737  0.14
H  -1.485  1.681  1.331  0.06
H  -0.377  0.485  1.914  0.02
H  -1.520  0.861  -0.920  0.06
H  0.627  -2.012  -0.961  0.06

Cartesian forces, eV/Å:
C -1.518 3.116 1.059
C -2.617 0.688 -1.698
C 2.226 -3.448 1.247
F -0.461 0.619 -0.147
F 0.090 0.445 -0.949
H -0.046 -0.908 -0.239
H 1.623 -1.339 1.563
H 0.909 0.080 -0.122
H -0.206 0.748 -0.714

Results
Relative energy (zero: lowest compared OMol25 entry of this formula, charge and spin): 66.9 kJ/mol
<S²>: 2.012
Spin multiplicity: 3
DFT total energy: -316.188449 a.u.
HOMO level (spin up / spin down): -6.8 / -10.5 eV
Lowest unoccupied orbital energy (spin up / spin down): 1.22 / -1.57 eV
Frontier orbital gap (spin up / spin down): 8.04 / 8.98 eV

***

Computed, not measured: C3H4F2N2 as an isolated structure, with wB97M-V/def2-TZVPD.

Each line ends with the Mulliken charge.
Cartesian coordinates (Å):
C  -0.262  0.519  -1.500  0.29
C  0.555  -0.053  -0.460  -0.30
C  -0.929  -0.601  0.639  0.13
N  -0.882  0.996  -2.324  -0.39
N  1.298  0.809  0.336  -0.52
F  -1.403  -1.760  0.034  -0.25
F  -0.477  -0.749  1.898  -0.23
H  0.935  -0.976  -0.759  0.42
H  -1.697  0.209  0.494  0.32
H  0.673  1.245  1.029  0.27
H  2.190  0.360  0.612  0.26

Cartesian forces, eV/Å:
C 1.427 -0.092 0.391
C -4.895 -0.460 2.682
C 1.782 0.653 -3.442
N -1.183 0.676 -1.164
N 1.224 0.194 0.023
F 0.460 0.936 1.516
F -0.681 -0.383 -0.744
H 1.130 -1.323 -0.372
H 0.549 -0.865 0.738
H 1.425 -0.270 -0.108
H -1.238 0.934 0.482

Results
Relative energy (zero: lowest compared OMol25 entry of this formula, charge and spin): 108.8 kJ/mol
DFT total energy: -425.887140 a.u.
HOMO level: -9.7 eV
Lowest unoccupied orbital energy: 0.64 eV
Frontier orbital gap: 10.29 eV

***

Computed, not measured: the molecule C3H4F2NPS, with wB97M-V/def2-TZVPD.

Each line ends with the Mulliken charge.
Cartesian coordinates (Å):
C  1.050  -1.115  1.054  -0.19
C  -0.864  0.635  -0.402  -0.39
C  -1.333  -0.656  0.268  -0.55
N  0.362  1.095  0.239  -0.38
F  2.408  -0.006  -1.280  -0.28
F  2.768  1.116  0.776  -0.27
P  1.642  0.181  0.138  0.81
S  -0.019  -1.764  -0.261  -0.08
H  -0.696  0.498  -1.497  0.34
H  -1.624  1.460  -0.236  0.31
H  -1.389  -0.366  1.345  0.36
H  -2.306  -1.078  -0.143  0.33

Cartesian forces, eV/Å:
C -0.611 -0.404 0.079
C -0.362 2.042 -0.654
C -1.552 -0.074 -0.358
N -0.186 -1.289 -0.344
F -1.104 -0.105 1.501
F -0.842 -1.399 -0.301
P 2.962 3.097 -1.444
S 0.375 -0.640 1.005
H -0.471 0.101 0.744
H 0.644 -0.963 -0.219
H 0.125 -1.075 -0.615
H 1.021 0.709 0.607

Results
Relative energy (zero: lowest compared OMol25 entry of this formula, charge and spin): 294.9 kJ/mol
DFT total energy: -1110.651286 a.u.
HOMO level: -8.9 eV
Lowest unoccupied orbital energy: -1.76 eV
Frontier orbital gap: 7.11 eV

***

Computed, not measured: C3H4F2O as an isolated structure, with wB97M-V/def2-TZVPD.

Each line ends with the Mulliken charge.
Cartesian coordinates (Å):
C  0.273  -1.484  2.217  -0.16
C  -0.049  -0.341  2.023  0.06
C  2.041  2.512  0.985  0.38
O  2.113  2.751  2.126  -0.39
F  -0.473  0.775  1.495  -0.21
F  2.682  3.356  0.111  -0.22
H  0.412  -2.282  2.875  0.32
H  -4.292  -3.481  -5.640  0.00
H  1.559  1.776  0.220  0.22
H  -4.265  -3.583  -6.410  0.00

Cartesian forces, eV/Å:
C -0.368 1.250 0.466
C -0.600 0.710 -1.312
C 0.232 0.473 -2.451
O -0.639 -1.014 0.309
F 0.549 -0.970 0.695
F 0.034 -0.067 -0.029
H 0.384 -0.999 0.170
H 0.040 -0.153 -1.154
H 0.407 0.616 2.152
H -0.040 0.153 1.154

Results
Relative energy (zero: lowest compared OMol25 entry of this formula, charge and spin): 400.6 kJ/mol
DFT total energy: -391.520197 a.u.
HOMO level: -11.0 eV
Lowest unoccupied orbital energy: 0.60 eV
Frontier orbital gap: 11.60 eV

***

Computed, not measured: a 2-piece molecular cluster, C3H4F4P2 overall, with wB97M-V/def2-TZVPD.

Each line ends with the Mulliken charge.
Cartesian coordinates (Å):
F  -0.690  -2.001  0.215  -0.25
P  -0.728  -0.828  -0.892  0.65
F  -2.378  -0.805  -1.075  -0.31
P  -0.490  -2.306  -2.600  0.44
F  -0.596  -1.106  -3.746  -0.28
F  1.189  -2.346  -2.549  -0.29
C  1.696  1.426  0.258  -0.07
C  0.889  1.406  1.122  -0.08
C  -0.079  1.194  2.182  -1.04
H  2.264  1.832  -0.539  0.39
H  -1.040  1.136  1.794  0.32
H  0.071  0.258  2.911  0.26
H  -0.108  2.138  2.918  0.27

Cartesian forces, eV/Å:
F 0.133 0.397 -0.106
P -1.594 -0.703 -0.029
F 1.374 0.043 0.079
P 2.044 1.443 -1.186
F -0.033 -1.241 1.073
F -2.051 -0.022 0.079
C 1.074 1.092 -1.525
C -1.104 -0.990 2.056
C 1.416 0.670 4.069
H 0.390 -0.409 -0.202
H -1.906 -0.240 -0.780
H 0.058 1.959 -1.920
H 0.198 -1.997 -1.609

Results
Relative energy (zero: lowest compared OMol25 entry of this formula, charge and spin): 63.1 kJ/mol
DFT total energy: -1198.896982 a.u.
HOMO level: -9.4 eV
Lowest unoccupied orbital energy: -0.14 eV
SMILES: FP(F)#P(F)F.C#CC
Frontier orbital gap: 9.29 eV

***

Computed, not measured: the molecule C3H4FI, with wB97M-V/def2-TZVPD.

Each line ends with the Mulliken charge.
Cartesian coordinates (Å):
C  -0.668  -1.064  -0.153  -0.94
C  0.401  -0.128  -0.065  0.09
I  2.322  -0.625  -0.661  0.08
C  0.179  1.471  0.226  -0.21
F  1.206  2.307  0.297  -0.20
H  -1.290  -0.879  -1.036  0.24
H  -1.347  -0.972  0.689  0.29
H  -0.201  -2.044  -0.147  0.36
H  -0.602  1.934  0.850  0.29

Cartesian forces, eV/Å:
C -1.413 -0.894 -0.132
C 0.844 9.731 1.486
I -0.106 0.061 -0.064
C 0.672 -6.865 0.015
F 0.748 -0.228 -0.564
H 0.231 -0.478 -0.149
H -0.071 -0.075 0.314
H -0.549 -0.340 -0.195
H -0.356 -0.912 -0.711

Results
Relative energy (zero: lowest compared OMol25 entry of this formula, charge and spin): 174.9 kJ/mol
DFT total energy: -514.157964 a.u.
HOMO level (spin up / spin down): -8.2 / -8.2 eV
Lowest unoccupied orbital energy (spin up / spin down): 0.28 / 0.28 eV
SMILES: C/C(I)=C/F
Frontier orbital gap (spin up / spin down): 8.44 / 8.44 eV

***

What is the formula in the fourth record? C3H4F2

***

What did the first record say?
Computed, not measured: C3H4CuMgO4 as an isolated structure, with wB97M-V/def2-TZVPD.

Each line ends with the Löwdin spin population.
Cartesian coordinates (Å):
H  1.904  -0.171  -0.262  0.00
C  1.112  -0.752  0.215  0.00
C  0.608  -2.052  -0.183  0.00
O  1.417  -1.827  0.987  0.00
H  -0.435  -2.298  0.021  0.00
H  1.104  -2.575  -1.002  0.00
O  -0.909  0.623  -1.052  0.22
C  -0.808  0.991  0.101  0.03
O  0.162  0.139  0.868  0.01
Mg  -1.759  0.945  -2.862  0.72
H  0.516  0.746  1.607  0.00
Cu  -1.999  4.196  0.843  0.01
O  -0.912  2.034  0.721  0.01

Cartesian forces, eV/Å:
H -0.171 -0.123 0.167
C 1.016 -0.531 -0.426
C -0.225 -0.200 -0.184
O -0.023 0.161 -0.061
H 0.247 -0.005 -0.008
H -0.130 0.107 0.244
O -1.244 -0.731 -0.517
C 2.733 2.038 -0.019
O -0.384 0.874 1.823
Mg -0.052 -0.094 -0.202
H -0.353 -1.295 -1.009
Cu 0.322 -0.630 0.084
O -1.734 0.429 0.106

Results
Relative energy (zero: lowest compared OMol25 entry of this formula, charge and spin): 223.8 kJ/mol
<S²>: 0.750
Charge: +2
Spin multiplicity: 2
DFT total energy: -2257.502163 a.u.
HOMO level (spin up / spin down): -14.8 / -18.3 eV
Lowest unoccupied orbital energy (spin up / spin down): -9.30 / -9.33 eV
Frontier orbital gap (spin up / spin down): 5.50 / 8.98 eV